# 1
Entry from the Open Molecules 2025 dataset: a single C19H20O4 molecule (ωB97M-V with the def2-TZVPD basis set).

Geometry as XYZ:
```
43
Properties=species:S:1:pos:R:3:forces:R:3
O 1.81196 -2.07298 5.91134 0.5445 0.4951 6.5978
O -0.33315 0.00974 -2.15055 1.2858 0.0917 0.3722
O 1.69125 -3.40881 3.54707 1.1216 -5.2382 1.5366
O -0.47523 1.97722 -1.11499 -0.8950 4.5083 0.4808
C 2.20857 -4.47340 4.60906 0.9933 9.8837 2.8099
C 1.14256 0.15305 4.93706 2.2105 -9.1680 -1.3775
C 0.16205 0.47214 1.41446 -0.2493 1.4817 -0.5500
C -0.04541 0.61836 -5.85618 -8.0832 3.0083 2.5542
C 1.74121 -1.35302 7.26473 -3.6817 -8.6377 -0.0996
C -2.06641 1.88210 -4.81754 -2.8835 1.3635 6.4248
C -1.83588 2.01314 -7.18047 12.7865 2.2307 -0.5982
C 0.04345 0.21326 -4.59890 -0.0526 1.6576 2.2228
C 1.50898 -2.14744 3.76663 -1.7687 3.8317 -3.2500
C 0.05700 0.12709 0.12907 0.8252 -8.8759 2.5567
C -0.54484 0.67409 -3.35872 -4.9279 -0.3046 -0.8218
C -1.76541 1.35432 -3.44116 3.8173 0.3431 -5.6623
C 0.63791 0.58627 3.82563 2.4967 -11.9583 -2.4779
C 1.14354 -1.47925 2.56628 -2.1107 2.7570 3.0936
C -0.33311 0.83819 -0.97145 0.9435 -1.7178 -3.9786
C 1.42528 -1.35891 4.90420 0.3006 3.2529 -0.9209
C -1.48800 1.42912 -5.85768 6.4689 -1.4632 -5.9790
C -3.20545 2.93992 -4.95404 -0.4807 0.4221 1.1040
C 0.49495 -0.14825 2.68717 2.9092 -3.8913 -3.5730
H 1.12555 -2.03976 1.67385 0.0457 -0.3565 -0.9602
H 0.28821 0.20331 -6.73398 1.1758 -0.6884 -1.6619
H 3.10048 -3.69692 5.11501 -1.6471 -3.5427 -1.6809
H 2.39567 -0.71323 7.38472 6.6028 6.7425 -0.1936
H 2.31211 -5.33873 4.13577 0.9868 -3.3010 -2.0675
H 0.89478 0.53444 5.79431 -0.4696 2.5440 4.8378
H -3.61959 3.25971 -3.87937 0.4571 -1.3108 -2.3447
H 0.02593 1.52001 1.42871 -0.3537 1.4935 0.8073
H 0.79786 -0.33573 -4.32922 4.5189 -3.7547 1.0637
H 1.53165 -4.44076 5.45242 -0.5262 -0.5401 -0.2535
H 2.13727 -2.05513 8.16704 -1.7836 0.7460 -2.4131
H -2.66815 1.86960 -7.48162 -10.8266 -2.4128 -3.7302
H 0.15396 -1.15883 -0.11757 -0.2139 4.0175 0.5761
H -3.96200 2.37874 -5.64434 0.7598 1.8532 1.3531
H 0.80017 -0.88917 7.42965 -1.0891 -0.2817 0.1238
H -1.02975 1.53628 -8.10119 -2.4941 1.3579 2.6613
H -2.07416 1.95216 -2.70506 -1.8877 1.3969 3.1738
H -2.87442 4.00573 -5.31774 -0.4120 -2.3340 -0.0528
H 0.42071 1.41067 3.81524 -4.7295 15.8142 -0.5305
H -1.73210 3.15165 -7.34763 0.3159 -1.5153 0.8274
```
Positions in Å, forces in eV/Å.

As for the SMILES: COc1ccc(/C=C/C(=O)Oc2ccc(C)c(C)c2)cc1OC. The total charge is 0. The value obtained for the total energy is -28203.374 eV. The relative energy (zero: lowest compared OMol25 entry of this formula, charge and spin) is 334.37 kcal/mol. The calculation puts the HOMO energy at -0.286 Eh. The orbital gap comes out at 7.7 eV.

# 2
Entry from the Open Molecules 2025 dataset: a 12-piece molecular cluster, C40H112N8O12 overall (ωB97M-V with the def2-TZVPD basis set).

Geometry as XYZ:
```
172
Properties=species:S:1:pos:R:3:forces:R:3
O -9.78819 15.54906 -18.99426 -0.1876 -0.2594 0.0339
O -6.42821 5.17152 -26.24026 -0.6174 0.1323 -0.5273
O -9.75101 7.74131 -17.94416 -0.5990 0.4426 0.1568
O -14.84416 10.10809 -18.83346 -0.0985 -0.6520 -0.0746
O -9.76654 4.27928 -25.88371 -1.2479 -0.5395 1.1056
O -11.07705 10.04660 -24.54461 -0.0983 -0.0190 -0.1141
O -6.03324 5.90283 -20.34642 -0.5408 1.1782 0.1533
O -5.15100 11.46514 -19.44190 0.0986 -0.5460 0.0854
O -2.60202 5.71728 -25.39358 0.0438 0.0357 -0.5097
O -9.73052 3.26983 -21.29745 -0.0320 -0.4159 -0.0207
O -8.74702 9.88513 -22.92967 -0.3033 -0.1726 0.8750
O -7.59038 12.43263 -22.69298 -0.0814 0.4023 0.4709
N -4.33345 7.19670 -27.06724 -1.0104 -1.1000 -0.7687
N -8.15589 13.76812 -20.19489 -0.8332 -0.3219 0.2866
N -13.12212 5.76641 -26.37097 -0.1946 -0.5154 -0.0740
N -14.34503 8.37733 -20.87532 -0.5001 0.0173 0.6172
N -5.13308 2.72699 -26.75267 -0.6676 1.0136 -0.2980
N -10.91571 4.66600 -16.26120 0.6550 0.5419 -0.2014
N -11.17030 2.52296 -18.91526 0.1520 -0.1591 -0.6489
N -5.08009 10.13326 -16.71206 0.6731 -0.0490 0.3899
C -10.05216 16.28969 -17.79811 -0.5975 -0.4315 -1.2089
C -10.18826 14.19939 -18.88076 -0.5007 -0.4703 1.2127
C -8.79041 5.95271 -16.14075 0.1903 -0.2847 -0.5715
C -2.40594 4.62640 -24.51376 1.1487 1.5559 0.3691
C -8.45297 7.53748 -22.65673 1.0058 -1.0304 -0.0370
C -11.18335 6.83978 -25.34083 -0.8134 0.4944 0.1455
C -9.06623 2.72180 -20.16746 0.7885 -0.6211 -1.1142
C -5.60709 9.54032 -17.93639 -0.6528 0.8798 1.1688
C -9.79346 3.04233 -18.89027 -0.0136 0.1158 1.1203
C -4.62860 8.90327 -25.34898 -0.0612 -0.3058 0.2320
C -3.74504 7.80652 -25.91051 1.6081 0.0258 0.3127
C -6.92594 4.37728 -27.31192 1.1516 -0.5505 -0.4208
C -10.67620 6.69728 -17.69596 0.7279 -0.6282 -0.3436
C -10.08200 12.14417 -25.25800 -0.3615 -0.3002 0.1895
C -9.47270 4.63585 -21.49012 -0.6741 0.7313 -0.4108
C -11.66142 5.72157 -26.24804 -0.4256 0.7833 0.4800
C -6.14604 10.62006 -18.89819 -0.4857 -0.7860 -0.7964
C -5.77041 3.52044 -27.84797 -0.1457 -0.9642 0.1499
C -7.82341 8.88551 -22.46253 -0.2513 1.1127 -1.0835
C -9.17975 3.22913 -25.12312 0.8378 0.4643 0.2081
C -6.27250 2.54461 -28.90657 0.2130 -0.0819 -0.5033
C -15.43949 11.21809 -18.21199 0.1546 -0.3282 1.3814
C -3.35861 6.76639 -24.84760 -0.8342 -0.2760 0.9667
C -4.43992 10.87837 -20.52355 0.3612 0.1839 0.4247
C -9.55838 11.83775 -19.52514 -0.4624 1.2926 1.1323
C -7.43133 6.07362 -25.78054 0.4866 -0.2495 1.1037
C -6.63456 8.48080 -17.54806 -0.3662 -1.1364 -0.2802
C -11.33362 11.44335 -24.72020 0.9954 -1.0627 -0.0631
C -10.29777 5.99036 -16.38389 -0.4496 0.8484 0.8979
C -6.04193 12.27269 -24.41621 2.0279 1.0736 0.4709
C -6.62076 13.23517 -23.39863 -1.0921 -0.8163 0.0519
C -11.18156 4.37806 -25.72976 -0.3241 -0.5233 -1.8414
C -12.19212 9.31121 -21.41022 -0.7800 1.4382 0.7111
C -9.68296 8.09239 -19.31277 0.4963 -0.6317 0.0353
C -9.12093 2.48419 -17.63648 1.1174 -0.3695 0.1034
C -4.88243 6.30511 -21.09644 0.3443 -1.9737 0.1167
C -9.56047 13.30468 -19.95105 0.9224 0.3643 -0.7565
C -13.19040 9.09846 -20.29629 -1.1791 -0.6148 -0.0037
C -13.72045 10.38957 -19.64251 0.2082 -0.0393 -0.2714
C -4.29809 4.97425 -21.58216 0.7283 0.3939 -0.3390
H -5.43230 11.56435 -23.84854 -0.7624 -0.7447 -0.1153
H -2.83101 7.11654 -23.94518 0.1561 0.6610 -0.3005
H -3.73764 6.49334 -27.50002 0.5600 0.4940 0.1625
H -7.13341 14.08760 -23.85560 0.0775 -0.0166 -0.1058
H -5.93562 13.61748 -22.63872 0.4564 -0.0464 -0.3935
H -9.43836 15.90643 -16.98550 0.1804 0.3443 0.1529
H -8.43371 6.96466 -15.97378 0.0907 -0.0239 -0.0853
H -5.04488 9.50238 -26.15628 -0.0110 -0.0488 -0.0404
H -8.40834 10.75268 -22.66017 0.1617 0.2296 -0.3785
H -3.30484 4.01909 -24.46472 0.2643 -0.5361 0.0280
H -8.53728 2.70157 -25.83278 -0.1818 -0.5238 0.5731
H -10.10803 5.28543 -20.87397 0.1376 -0.1295 0.3808
H -6.19401 7.68089 -16.94642 0.5007 0.2098 -0.0551
H -8.00112 2.95142 -20.32178 -0.0131 0.6560 0.9563
H -8.55595 3.67961 -24.33855 0.2161 -0.0440 -0.1798
H -7.50711 9.04539 -21.42806 -0.3417 0.0591 0.1432
H -12.12307 11.46535 -25.47014 -0.1884 0.3352 0.1740
H -12.79438 8.40106 -19.54861 0.0354 0.3125 0.1869
H -9.21763 12.01397 -24.60824 -0.1885 0.1894 0.3956
H -11.27878 14.11508 -18.76571 -0.1860 0.1295 -0.8427
H -6.83235 3.01665 -29.71895 -0.4166 0.1497 0.4017
H -11.71389 7.04988 -17.72755 -0.0121 0.1933 0.3743
H -13.40801 5.02973 -27.01216 -0.0769 0.1662 -0.0634
H -7.68293 6.79452 -26.55720 -0.1459 0.1533 0.0607
H -9.82450 2.55895 -24.55152 -0.5270 0.0389 -0.6022
H -12.71254 9.98114 -22.10304 0.2609 -0.3571 -0.5086
H -5.17985 6.93710 -21.93131 -0.3107 0.0309 0.1091
H -7.86314 6.81845 -22.07958 -0.2009 0.0407 0.3189
H -5.10438 6.57153 -26.79402 0.0179 0.6351 0.1511
H -5.76713 10.62129 -16.15319 -0.2265 -0.0603 -0.1811
H -9.78886 4.89332 -22.50294 0.1800 -0.2008 -0.1644
H -4.25278 9.80567 -20.41504 -0.3414 -0.0759 0.1585
H -8.31221 5.55493 -25.38692 0.1628 0.1378 -0.6577
H -7.74288 12.88136 -21.83529 -0.1348 0.0598 0.1021
H -11.09781 1.50711 -18.98257 -0.0801 0.0304 0.2904
H -7.59312 13.47802 -19.39631 0.1249 0.1408 -0.0902
H -8.90764 11.19131 -20.10422 -0.2773 -0.0105 -0.3214
H -6.70836 10.09262 -19.68369 0.2565 0.0167 -0.3719
H -9.49503 7.48659 -22.34733 0.0041 0.2030 0.0809
H -15.06850 8.46872 -20.16029 -0.0136 -0.5036 -0.1474
H -4.75928 9.01213 -18.37613 -0.0751 0.1034 -0.3853
H -5.45710 2.07960 -29.46473 0.2648 -0.0811 0.4557
H -10.29833 13.20572 -25.38548 0.2599 0.0221 -0.2535
H -13.59169 5.53180 -25.49907 0.2075 0.1985 0.1206
H -6.77096 11.87202 -25.11006 -0.0653 -0.2847 0.2165
H -8.19291 2.99326 -17.35391 -0.0757 0.2886 -0.3355
H -2.80767 8.28806 -26.21815 -0.0485 -0.0834 -0.1984
H -9.78141 11.64629 -26.18146 -0.2541 0.3259 -0.2701
H -16.50708 11.29213 -18.42649 0.1768 0.3444 -0.7360
H -10.44125 4.11221 -16.97081 -0.7612 -0.0137 0.3557
H -5.44785 8.44688 -24.78465 -0.1076 0.2242 0.0264
H -3.44942 11.33043 -20.49557 -0.0507 0.2112 -0.4166
H -9.91904 13.80583 -17.88499 0.7169 0.0880 -0.0492
H -12.98000 10.89195 -19.00637 0.2133 0.1110 -0.3370
H -10.64229 5.94345 -18.49923 0.2859 0.1007 -0.0705
H -10.09762 6.89389 -25.36361 -0.0490 0.0813 0.4378
H -10.23809 9.92329 -24.06733 -0.1370 0.1519 0.0655
H -10.66196 6.64864 -15.58567 -0.3122 -0.2807 0.1142
H -9.73700 2.54211 -16.74040 -0.1896 -0.2747 -0.2559
H -14.84421 12.12232 -18.34457 -0.3985 0.2107 -0.3942
H -6.90542 11.29511 -18.50299 0.1756 -0.1630 0.8109
H -8.26621 14.77776 -20.12805 0.6559 0.0456 -0.1296
H -6.84171 1.73971 -28.43830 -0.2396 0.0584 -0.1466
H -14.76518 8.87752 -21.65727 0.4880 0.1279 -0.1527
H -5.21534 12.73499 -24.97019 -0.4458 0.3825 -0.3900
H -5.02544 4.14411 -28.34690 0.1031 0.2392 0.4150
H -3.51770 5.12184 -22.33470 -0.3665 -0.0835 0.1638
H -11.62927 6.71845 -24.34437 0.6503 -0.5075 0.2467
H -10.63777 7.91274 -19.80642 0.0564 0.1037 -0.1430
H -11.36120 9.91396 -21.03783 0.4493 -0.5163 -0.2548
H -5.76559 5.53843 -19.49825 0.1610 0.0445 -0.0230
H -7.51792 8.71790 -16.95089 0.1294 0.9688 -0.1704
H -4.32581 10.78110 -16.90194 -0.0599 0.0295 -0.0887
H -10.59481 11.51472 -19.41539 0.1124 -0.4756 -0.4107
H -11.57246 2.76888 -19.81981 -0.0780 0.2003 0.1508
H -1.43677 4.20446 -24.77911 -0.5855 -0.9217 -0.6563
H -10.04020 13.44642 -20.92587 -0.3066 -0.0850 0.2060
H -9.19386 11.88055 -18.49115 0.2366 -0.4564 -0.0592
H -11.30438 5.90211 -27.26522 0.3286 -0.2300 0.0794
H -5.92100 2.18165 -26.39698 0.2912 -0.2872 0.0949
H -3.82493 4.42661 -20.76345 -0.0771 0.1189 0.1584
H -4.11642 6.81862 -20.50943 -0.2941 0.2678 0.1801
H -5.09203 4.33519 -21.96458 -0.0154 0.1226 -0.2440
H -11.59940 4.14082 -24.74646 0.5212 0.3026 0.3381
H -8.43286 4.94534 -21.36517 0.1183 -0.3703 0.1598
H -9.90801 17.32283 -18.09677 0.4119 0.1222 0.4998
H -11.67247 11.84408 -23.75999 -0.0957 0.3732 -0.1265
H -4.30800 6.39515 -24.41371 -0.0878 -0.3050 -0.2812
H -8.89789 7.46275 -19.75367 -0.2055 0.0229 -0.3757
H -5.01875 3.43702 -26.02611 0.3679 -0.2985 0.1167
H -8.48792 5.34455 -15.28849 -0.4418 -0.0432 0.1374
H -7.04126 7.94933 -18.41350 0.1019 0.2192 -0.1988
H -8.78993 1.44885 -17.76951 -0.3668 -0.1174 -0.1030
H -11.11037 16.18479 -17.54267 -0.0365 -0.0578 0.2001
H -11.96295 8.35076 -21.85835 0.3794 0.1844 -0.1835
H -4.96458 11.05964 -21.46191 0.0545 0.0358 -0.1407
H -9.37579 9.12851 -19.44828 -0.1601 0.0447 0.2638
H -9.86575 4.12646 -18.75251 0.0714 -0.0554 -0.3454
H -11.63631 3.64464 -26.41678 0.0437 -0.2305 0.1928
H -7.01671 6.54373 -24.88564 0.3191 0.3899 -0.4362
H -2.11714 5.00565 -23.51884 -0.5706 0.0316 0.0164
H -7.73058 3.76111 -26.90427 0.1090 0.1256 -0.6822
H -6.94835 9.09404 -23.08835 0.3793 -0.8210 0.1682
H -11.89949 4.70982 -16.50275 0.0126 -0.0997 -0.0778
H -8.25429 5.53981 -17.00366 -0.0043 0.1145 -0.0835
H -11.61244 7.82067 -25.55814 0.3120 -0.0596 -0.7359
H -7.24070 4.93026 -28.20327 -0.4929 0.5842 0.4351
H -8.34828 7.12210 -23.66158 -0.4335 0.6227 -0.0443
H -14.05995 11.01854 -20.47863 0.3169 0.3435 0.1106
H -15.44854 11.04249 -17.12576 0.2503 -0.0486 -0.0469
H -4.05406 9.56197 -24.69621 -0.0899 -0.0499 0.1389
H -9.01991 1.62953 -20.28383 -0.6142 0.0214 -0.1154
```
Positions in Å, forces in eV/Å.

As for the SMILES: COC[C@H](C)N.COC[C@H](C)N.COC[C@H](C)N.COC[C@H](C)N.COC[C@H](C)N.COC[C@H](C)N.COC[C@H](C)N.COC[C@H](C)N.CCO.CCO.CCO.CCO. The total charge is 0. The value obtained for the total energy is -79780.505 eV. The relative energy (zero: lowest compared OMol25 entry of this formula, charge and spin) is 44.08 kcal/mol. The calculation puts the HOMO energy at -0.328 Eh. The orbital gap comes out at 9.3 eV.